Entry from OMol25: a cluster of 9 separate species, C37H98N6O14 in total in a non-equilibrium geometry (the ωB97M-V functional and the def2-TZVPD basis).

Each line ends with the Mulliken charge.
Atoms and positions in Å:
C: 0.7497 2.0940 -3.4306  0.55
O: 1.5424 3.2498 -3.2309  -0.42
C: 0.7020 4.3836 -3.2386  0.37
C: 1.4421 5.6002 -2.7304  0.48
C: 0.4725 6.7746 -2.6255  -1.49
N: 2.5701 5.9561 -3.6060  -0.80
H: 1.3040 1.2459 -3.8377  0.00
H: 0.0128 2.2903 -4.2224  -0.10
H: 0.2778 1.8103 -2.4877  -0.17
H: 0.2859 4.5234 -4.2469  -0.02
H: -0.1909 4.2116 -2.6073  -0.38
H: 1.7922 5.4319 -1.7105  0.33
H: -0.1163 6.9170 -3.5443  0.29
H: 1.0138 7.7200 -2.5678  0.42
H: -0.2302 6.6268 -1.8075  0.35
H: 3.0999 5.0991 -3.7548  0.33
H: 2.2458 6.1996 -4.5376  0.27
C: 2.0710 -3.5728 -0.0329  -0.85
O: 3.0686 -3.3731 -0.9750  -0.12
C: 4.3741 -3.6450 -0.4671  -0.53
C: 5.4085 -3.0880 -1.4105  -0.05
N: 5.8043 -3.7570 -2.6596  -0.26
C: 4.7165 -4.2715 -3.4876  -0.91
C: 3.7454 -3.2268 -3.9896  0.07
O: 4.3728 -2.3796 -4.9339  -0.37
C: 3.4566 -1.4626 -5.4907  -0.51
H: 1.1839 -2.9628 -0.1901  0.03
H: 2.3780 -3.4618 1.0208  0.35
H: 1.7419 -4.6312 -0.0253  0.34
H: 4.5120 -4.7354 -0.4239  0.35
H: 4.4571 -3.0805 0.4590  0.36
H: 6.3092 -2.8838 -0.8243  -0.46
H: 5.1087 -2.0892 -1.7677  0.45
H: 6.2252 -3.0244 -3.2222  0.28
H: 4.0941 -4.9111 -2.8517  0.31
H: 5.0934 -4.8563 -4.3262  0.44
H: 3.3719 -2.6330 -3.1452  0.04
H: 2.8444 -3.7110 -4.3992  0.44
H: 2.8411 -0.9851 -4.7184  0.06
H: 2.8328 -1.9497 -6.2474  0.30
H: 4.0120 -0.6539 -5.9690  0.27
C: -5.9137 -0.7339 3.5935  -0.69
O: -4.8306 0.0156 4.0986  0.03
C: -5.1855 1.2886 4.5474  -0.55
C: -3.9407 2.1053 4.8200  -0.89
N: -2.9598 2.0120 3.7390  0.60
C: -1.8320 2.8561 4.0021  -1.27
C: -0.6912 2.6764 3.0003  -0.43
O: -0.3617 1.3178 2.7693  0.18
C: 0.4834 0.7761 3.7511  -0.77
H: -6.5859 -0.0462 3.0549  0.50
H: -6.5135 -1.2452 4.3496  0.36
H: -5.5770 -1.4171 2.8182  -0.07
H: -5.7925 1.2573 5.4646  0.26
H: -5.8024 1.8038 3.7937  0.39
H: -3.5182 1.8108 5.7940  0.35
H: -4.2489 3.1538 4.8739  0.40
H: -2.6552 1.0457 3.6549  -0.25
H: -1.4214 2.8133 5.0309  0.41
H: -2.1465 3.9076 3.9301  0.48
H: 0.1908 3.2156 3.3601  0.38
H: -1.0213 3.0860 2.0431  0.13
H: -0.0414 0.6656 4.7163  0.30
H: 1.3609 1.3927 3.9935  0.37
H: 0.8090 -0.2186 3.4559  -0.01
C: -5.1561 4.3083 0.5877  -0.70
O: -4.2720 3.9989 -0.4468  -0.33
C: -3.6929 2.7184 -0.2360  -0.41
C: -2.5718 2.4184 -1.1808  1.29
N: -2.9160 2.4442 -2.5802  -0.25
C: -3.3749 3.7244 -3.1168  -0.42
C: -3.3519 3.6777 -4.6154  -0.94
O: -2.0445 3.4109 -5.0574  -0.12
C: -1.9394 3.5130 -6.4481  -1.01
H: -5.5206 5.3237 0.4405  0.29
H: -4.6956 4.2589 1.5849  0.19
H: -6.0101 3.6140 0.5960  0.32
H: -4.4782 1.9621 -0.4042  0.33
H: -3.3378 2.6493 0.7992  0.00
H: -2.1897 1.4251 -0.9460  -1.21
H: -1.7502 3.1357 -0.9687  0.19
H: -2.1627 2.1666 -3.1977  0.19
H: -2.7729 4.5632 -2.7337  0.31
H: -4.4075 3.9140 -2.8199  0.40
H: -3.6068 4.6971 -4.9568  0.45
H: -4.1310 3.0194 -5.0150  0.39
H: -0.8921 3.4134 -6.7506  0.26
H: -2.1471 4.5527 -6.7468  0.40
H: -2.5268 2.7721 -6.9920  0.33
C: -6.3834 -4.5148 0.5363  -0.98
O: -5.9588 -3.9132 1.7382  -0.23
C: -6.0947 -4.7751 2.8583  -0.93
C: -5.2963 -4.1783 3.9933  -0.09
N: -3.8812 -4.0620 3.6598  -0.34
C: -3.2099 -3.2375 4.6685  -0.03
C: -1.7450 -3.0986 4.3618  -1.13
O: -1.5819 -2.2482 3.2427  0.15
C: -0.6468 -2.6169 2.2961  -0.78
H: -7.4050 -4.9034 0.6278  0.33
H: -5.7486 -5.3765 0.2868  0.38
H: -6.3270 -3.7942 -0.2743  0.23
H: -5.6774 -5.7588 2.6065  0.41
H: -7.1444 -4.8903 3.1486  0.43
H: -5.4423 -4.8027 4.8769  0.43
H: -5.6646 -3.1643 4.1816  -0.09
H: -3.8020 -3.6276 2.7476  0.23
H: -3.3213 -3.7183 5.6400  0.45
H: -3.5950 -2.2064 4.6765  -0.12
H: -1.2178 -4.0556 4.3102  0.43
H: -1.2691 -2.5532 5.1948  0.40
H: 0.3858 -2.3924 2.6145  0.34
H: -0.8423 -2.0690 1.3734  -0.21
H: -0.6058 -3.6803 2.0160  0.58
C: 8.9374 -2.7468 -1.7777  -0.82
O: 8.8464 -1.5701 -0.9938  -0.33
C: 9.2303 -1.7545 0.3440  -0.61
C: 8.7350 -0.5781 1.1693  -0.35
N: 7.6571 -0.8963 2.0977  -0.40
C: 6.8948 0.2757 2.5333  -0.74
C: 5.3884 0.0084 2.5298  -0.61
O: 4.9453 -0.3304 1.2367  -0.24
C: 3.7638 0.3282 0.8414  -0.79
H: 9.9855 -3.0927 -1.7899  0.33
H: 8.7827 -2.5093 -2.8284  0.20
H: 8.2722 -3.5255 -1.4055  0.38
H: 10.3163 -1.8621 0.4725  0.43
H: 8.8076 -2.6985 0.7289  0.34
H: 8.4117 0.1809 0.4418  0.33
H: 9.5686 -0.1259 1.7141  0.26
H: 7.0159 -1.5499 1.6638  0.27
H: 7.0040 1.1805 1.9223  0.37
H: 7.1510 0.5177 3.5702  0.30
H: 4.8861 0.9231 2.8721  0.50
H: 5.1254 -0.7602 3.2715  0.25
H: 3.7723 1.4204 0.9569  0.42
H: 2.9215 -0.0004 1.4782  0.20
H: 3.5307 0.0706 -0.1875  0.29
C: 0.1414 0.3209 -0.0619  1.01
O: 0.5424 -0.5487 -1.1185  -0.06
H: -0.0279 1.3652 -0.3513  -0.03
H: -0.7667 -0.0721 0.4008  -0.33
H: 0.9423 0.3706 0.6731  -0.63
H: -0.2508 -0.7504 -1.6280  -0.01
C: -2.6343 -0.8813 -2.7519  -0.55
O: -2.2922 -1.8261 -1.7573  -0.48
H: -3.1413 -0.0093 -2.3302  0.18
H: -1.7833 -0.5061 -3.3263  0.18
H: -3.3187 -1.2809 -3.5144  0.45
H: -3.0751 -1.9357 -1.2032  0.26
C: -3.9805 -0.5867 0.9504  1.55
O: -4.4880 -1.7574 0.3121  -0.69
H: -4.7166 0.1560 1.2648  0.23
H: -3.3515 -0.8569 1.8046  0.04
H: -3.3223 -0.0910 0.2335  -1.33
H: -4.8053 -2.3861 0.9741  0.19

Output
* total energy: -2850.09909 a.u.
* structure (SMILES): COC[C@H](C)N.COCCNCCOC.COCCNCCOC.COCCNCCOC.COCCNCCOC.COCCNCCOC.CO.CO.CO

Entry from OMol25: a structure of composition C36H41ClN5O5Pt in a non-equilibrium geometry (the ωB97M-V functional and the def2-TZVPD basis).

Each line ends with the Mulliken charge.
Atoms and positions in Å:
Pt: -0.1140 0.7763 0.1259  2.29
C: 1.7428 4.7504 -1.4092  -1.21
C: 2.5387 3.9809 -0.3892  1.12
C: 3.9077 4.2323 -0.3065  -1.05
C: 4.6941 3.6321 0.6584  -1.01
C: 4.1000 2.7838 1.5766  -0.98
C: 2.7417 2.5024 1.5201  1.34
C: 2.1268 1.5887 2.5392  -0.40
C: 1.9610 3.0769 0.5195  -0.33
N: 0.5780 2.6865 0.4436  0.73
C: -0.3711 3.6219 0.5870  0.00
O: -0.2501 4.8285 0.8016  -0.79
C: -1.7336 3.0232 0.4648  0.34
C: -2.9098 3.7232 0.6373  -0.55
C: -4.1140 3.0518 0.4718  -0.67
C: -4.1088 1.7062 0.1236  -0.80
C: -2.8938 1.0710 -0.0218  0.56
N: -1.7495 1.7282 0.1628  1.01
C: -2.7431 -0.3809 -0.3792  -0.09
O: -3.7122 -1.0027 -0.8036  -0.78
N: -1.5004 -0.8244 -0.1039  0.51
C: -1.3415 -2.2492 -0.0805  -0.86
C: -0.3608 -2.9428 -0.7946  0.54
C: 0.6633 -2.2826 -1.6700  -0.35
C: -0.2977 -4.3338 -0.6831  -0.69
C: -1.1742 -5.0488 0.1116  -0.90
C: -2.1043 -4.3507 0.8642  -0.87
C: -2.1833 -2.9654 0.7978  1.99
C: -3.1488 -2.2583 1.7135  -2.02
H: 2.4121 5.3109 -2.0633  0.45
H: 1.0660 5.4457 -0.9124  0.34
H: 1.1346 4.1043 -2.0266  0.00
H: 4.3540 4.9176 -1.0186  0.35
H: 5.7580 3.8316 0.7021  0.38
H: 4.6970 2.3261 2.3575  0.34
H: 2.8985 1.1627 3.1832  0.45
H: 1.5714 0.7843 2.0613  -0.79
H: 1.4081 2.1228 3.1666  0.27
H: -2.8404 4.7727 0.8871  0.56
H: -5.0521 3.5756 0.6042  0.44
H: -5.0087 1.1345 -0.0538  0.60
H: 0.5422 -1.2123 -1.7165  -1.56
H: 0.5932 -2.6604 -2.6882  0.72
H: 1.6763 -2.4915 -1.3185  0.35
H: 0.4605 -4.8559 -1.2584  0.45
H: -1.1216 -6.1298 0.1599  0.36
H: -2.7738 -4.8811 1.5337  0.42
H: -3.3784 -2.8875 2.5737  0.56
H: -4.0787 -2.0213 1.1924  0.37
H: -2.7350 -1.3121 2.0726  0.30
C: 2.8753 -3.2310 2.0370  -1.63
C: 1.9717 -2.8367 3.2157  2.00
C: 0.8170 -3.8225 3.3351  -1.50
C: 2.7828 -2.8302 4.5069  -1.93
N: 1.4284 -1.4712 3.0753  -0.60
N: 0.6331 -1.2651 1.9105  0.08
H: 3.4785 -4.1058 2.2924  0.46
H: 3.5513 -2.4126 1.7756  0.32
H: 2.2938 -3.4872 1.1466  0.34
H: 1.2026 -4.8291 3.5169  0.48
H: 0.2186 -3.8578 2.4227  0.06
H: 0.1650 -3.5424 4.1675  0.37
H: 3.1553 -3.8320 4.7317  0.43
H: 2.1606 -2.4909 5.3371  0.42
H: 3.6432 -2.1584 4.4248  0.40
H: 2.1988 -0.8164 3.0120  0.15
H: -0.2937 -1.6211 2.0962  -0.04
H: 1.0111 -1.7818 1.1187  -0.31
C: -1.6457 -1.4250 -4.3293  -1.75
C: -2.0214 -0.0280 -3.9111  1.16
C: -3.3442 0.3810 -4.0062  -0.41
C: -3.7216 1.6700 -3.6753  -0.01
Cl: -5.4099 2.1375 -3.7740  -0.29
C: -2.7755 2.5927 -3.2866  -0.64
C: -1.4483 2.2003 -3.1773  -0.57
C: -1.0644 0.8842 -3.4419  0.36
O: 0.2128 0.4145 -3.3010  -0.56
C: 1.1742 1.2372 -2.6163  0.95
C: 2.1250 0.3891 -1.7742  -0.13
O: 3.1125 -0.1043 -2.3006  -0.78
O: 1.8230 0.2925 -0.5185  -1.08
H: -2.0739 -1.6475 -5.3086  0.51
H: -2.0388 -2.1579 -3.6218  0.22
H: -0.5676 -1.5427 -4.3872  0.32
H: -4.0932 -0.3236 -4.3481  0.42
H: -3.0611 3.6140 -3.0693  0.45
H: -0.7240 2.9414 -2.8946  0.48
H: 0.6605 1.9086 -1.9486  -1.19
H: 1.7620 1.7968 -3.3475  0.61

Output
* total energy: -2626.07410 a.u.
* total charge: -1

Question: Which of these has the lowest total energy?
Answer: C37H98N6O14